(1)
C22H38P2Pb as an isolated structure in a non-equilibrium geometry. Source: OMol25; level of theory: ωB97M-V/def2-TZVPD.

Last column: natural (NBO) charge in e.
Geometry (Å):
P1 0.14 -1.87 -5.83  1.565
P2 0.15 2.18 -5.44  1.585
C1 -0.18 -0.40 -6.91  -0.754
C2 0.58 0.92 -6.76  -0.710
H1 -1.26 -0.23 -6.94  0.266
H2 0.09 -0.78 -7.91  0.286
H3 1.66 0.75 -6.69  0.257
H4 0.42 1.50 -7.70  0.288
C3 -1.42 2.88 -5.99  -0.971
H5 -1.83 3.54 -5.23  0.292
H6 -2.15 2.09 -6.18  0.267
H7 -1.23 3.46 -6.90  0.274
C4 1.43 3.41 -5.72  -0.964
H8 1.08 4.02 -6.57  0.280
H9 2.37 2.89 -5.94  0.271
H10 1.55 4.04 -4.82  0.283
C5 -1.06 -3.12 -6.15  -0.990
H11 -1.14 -3.77 -5.27  0.287
H12 -0.71 -3.68 -7.02  0.279
H13 -2.01 -2.62 -6.36  0.281
C6 1.84 -2.38 -6.20  -0.979
H14 2.55 -1.54 -6.19  0.273
H15 1.82 -2.79 -7.22  0.282
H16 2.19 -3.17 -5.52  0.289
Pb1 1.58 0.31 0.38  0.887
C7 -0.04 1.92 -3.70  -0.661
C8 -1.45 1.65 -3.39  -0.084
C9 -2.07 0.45 -3.89  -0.487
C10 -2.15 -0.73 -2.81  -0.477
C11 -1.25 -1.79 -3.20  -0.076
C12 0.00 -1.64 -3.94  -0.547
C13 0.97 -0.45 -3.84  -0.437
C14 0.63 0.74 -2.93  -0.392
C15 0.79 -1.53 1.30  -1.144
H17 0.31 2.85 -3.20  0.298
H18 -1.83 2.18 -2.51  0.232
H19 -1.52 0.02 -4.76  0.169
H20 -3.10 0.69 -4.21  0.263
H21 -1.99 -0.25 -1.82  0.245
H22 -3.19 -1.13 -2.81  0.261
H23 -1.46 -2.78 -2.78  0.226
H24 0.51 -2.64 -3.79  0.269
H25 1.08 0.01 -4.85  0.182
H26 2.01 -0.85 -3.62  0.267
H27 0.04 0.41 -2.06  0.234
H28 1.58 1.14 -2.54  0.267
H29 1.08 -1.53 2.36  0.260
H30 1.25 -2.38 0.75  0.214
H31 -0.30 -1.55 1.22  0.226
C16 0.16 1.63 1.77  -0.804
C17 0.08 1.13 3.17  -0.060
C18 -1.08 0.52 3.71  -0.224
C19 -1.10 0.03 5.02  -0.194
C20 0.05 0.13 5.82  -0.221
C21 1.22 0.68 5.30  -0.195
C22 1.24 1.18 3.99  -0.237
H32 -0.82 1.57 1.26  0.206
H33 0.62 2.63 1.66  0.224
H34 -1.95 0.44 3.06  0.201
H35 -2.02 -0.42 5.39  0.223
H36 0.01 -0.26 6.84  0.227
H37 2.11 0.73 5.94  0.225
H38 2.19 1.58 3.58  0.201

Its net charge is +2. The energy relative to the best compared isomer or geometry (same formula, charge and spin) comes out at 0.0 kJ/mol. Its largest force on an atom is 0.0523 hartree/bohr.

(2)
An isolated ion of composition C3H11NP and charge +1 in a non-equilibrium geometry. Source: OMol25; level of theory: ωB97M-V/def2-TZVPD.

Last column: natural (NBO) charge in e.
Geometry (Å):
C1 -0.38 1.57 -0.31  -0.407
C2 -0.39 -0.26 1.46  -0.444
C3 -0.48 -0.94 -0.96  -0.439
N1 0.02 0.03 0.06  -0.441
P1 1.96 0.07 -0.13  0.601
H1 -0.14 1.76 -1.38  0.234
H2 -1.41 1.75 -0.43  0.240
H3 0.15 2.20 0.39  0.237
H4 0.39 -0.75 2.09  0.245
H5 -0.58 0.74 1.96  0.240
H6 -1.34 -0.81 1.45  0.242
H7 -0.37 -1.90 -0.40  0.237
H8 -1.60 -0.91 -1.22  0.249
H9 0.19 -0.74 -1.91  0.236
H10 2.07 -1.19 0.63  -0.003
H11 1.91 -0.64 -1.30  -0.027

Its net charge is +1. The SMILES is C[N+](C)(C)P. The energy relative to the best compared isomer or geometry (same formula, charge and spin) comes out at 350.0 kJ/mol. Its largest force on an atom is 0.0620 hartree/bohr.

(3)
C55H124F18N12O28S10 as an isolated structure in a non-equilibrium geometry. Source: OMol25; level of theory: ωB97M-V/def2-TZVPD.

Last column: Mulliken charge in e.
Geometry (Å):
C1 7.97 1.11 -2.49  -0.797
O1 7.55 1.15 -3.83  -0.261
C2 8.68 1.02 -4.72  -0.641
C3 8.13 0.90 -6.12  -0.528
N1 7.17 -0.29 -6.15  -0.064
H1 7.63 -1.16 -6.03  0.391
H2 6.62 -0.18 -5.31  0.319
C4 6.23 -0.32 -7.26  -0.660
C5 5.04 -1.14 -6.78  -0.521
O2 4.72 -0.80 -5.52  -0.086
C6 3.63 -1.61 -4.96  -1.068
H3 8.83 1.74 -2.31  0.365
H4 8.26 0.09 -2.25  0.350
H5 7.05 1.34 -1.91  0.165
H6 9.19 0.08 -4.42  0.367
H7 9.36 1.83 -4.54  0.496
H8 8.96 0.74 -6.80  0.385
H9 7.54 1.80 -6.37  0.302
H10 6.70 -0.63 -8.14  0.468
H11 5.89 0.69 -7.36  0.223
H12 5.15 -2.22 -7.01  0.397
H13 4.16 -0.81 -7.35  0.422
H14 2.82 -1.80 -5.70  0.306
H15 3.38 -1.12 -4.06  0.213
H16 4.05 -2.62 -4.78  0.338
C7 -1.17 -4.47 -7.80  -0.833
O3 -0.87 -4.51 -6.39  -0.188
C8 -2.03 -4.45 -5.59  -0.844
C9 -2.43 -3.07 -5.06  -0.209
N2 -1.38 -2.52 -4.08  0.866
H17 -1.36 -3.07 -3.25  0.156
H18 -0.48 -2.75 -4.52  0.228
C10 -1.42 -1.07 -3.75  1.681
C11 -1.44 -0.13 -5.02  -0.662
O4 -0.30 -0.40 -5.81  -0.499
C12 0.67 0.64 -5.91  -0.153
H19 -1.88 -3.63 -8.08  0.292
H20 -1.55 -5.42 -8.09  0.352
H21 -0.23 -4.33 -8.29  0.260
H22 -1.86 -5.09 -4.70  0.299
H23 -2.94 -4.83 -6.18  0.499
H24 -3.30 -3.26 -4.44  0.127
H25 -2.64 -2.26 -5.78  0.377
H26 -0.44 -0.83 -3.27  -0.421
H27 -2.33 -0.97 -3.12  -1.392
H28 -1.47 0.87 -4.63  -0.019
H29 -2.39 -0.31 -5.48  0.717
H30 1.59 0.19 -6.21  -0.136
H31 0.64 1.14 -4.99  0.122
H32 0.44 1.35 -6.68  0.370
C13 -1.53 3.94 3.34  -0.667
O5 -2.23 3.30 2.35  -0.361
C14 -1.74 2.17 1.77  -0.464
C15 -2.74 1.73 0.76  0.049
N3 -3.22 2.80 -0.16  1.323
H33 -3.05 3.62 0.39  0.675
H34 -2.59 3.00 -0.93  -0.276
C16 -4.67 2.61 -0.55  -0.059
C17 -5.73 3.34 0.26  -1.002
O6 -5.79 2.71 1.55  0.019
C18 -6.48 3.37 2.60  -0.888
H35 -2.25 4.72 3.76  0.229
H36 -0.75 4.49 2.91  0.444
H37 -1.23 3.22 4.08  0.079
H38 -1.63 1.34 2.48  0.048
H39 -0.77 2.33 1.35  0.811
H40 -3.57 1.35 1.31  -0.584
H41 -2.40 0.96 0.13  0.138
H42 -4.83 1.52 -0.59  -0.387
H43 -4.73 2.98 -1.56  0.536
H44 -6.65 3.25 -0.35  0.497
H45 -5.40 4.39 0.29  0.337
H46 -5.93 4.30 2.92  0.312
H47 -6.50 2.66 3.47  0.107
H48 -7.50 3.57 2.33  0.388
C19 5.86 -1.08 1.16  -0.406
O7 6.04 -2.44 0.65  -0.458
C20 5.27 -2.75 -0.45  0.382
C21 5.34 -4.25 -0.69  -0.834
N4 4.63 -5.14 0.38  0.083
H49 4.46 -6.13 -0.01  0.459
H50 5.15 -5.18 1.25  0.560
C22 3.36 -4.54 0.93  -0.572
C23 2.85 -5.54 2.01  -0.551
O8 3.86 -5.72 3.01  -0.539
C24 3.93 -4.50 3.80  -0.561
H51 6.52 -1.00 2.06  0.247
H52 4.80 -0.89 1.37  0.171
H53 6.28 -0.38 0.44  0.159
H54 5.69 -2.39 -1.42  0.403
H55 4.22 -2.48 -0.38  -0.126
H56 6.35 -4.63 -0.84  0.491
H57 4.81 -4.45 -1.62  0.296
H58 2.69 -4.26 0.12  -0.176
H59 3.65 -3.64 1.38  0.672
H60 2.65 -6.45 1.47  0.574
H61 1.89 -5.26 2.41  0.413
H62 4.47 -3.67 3.37  0.189
H63 4.37 -4.70 4.77  0.408
H64 2.88 -4.21 4.01  0.178
C25 1.97 -0.23 3.94  -1.191
C26 1.52 -0.23 5.40  -0.021
C27 1.35 1.15 6.02  0.071
C28 0.62 1.02 7.29  -0.544
N5 0.27 2.31 8.01  0.452
C29 1.34 2.76 8.84  -0.729
C30 1.33 1.80 10.11  -1.002
C31 -0.04 1.17 10.13  -0.516
C32 -0.78 1.93 9.04  0.609
C33 -0.21 3.43 7.11  -0.678
H65 2.13 -1.26 3.65  0.176
H66 2.90 0.32 3.81  0.537
H67 1.32 0.22 3.17  0.096
H68 2.21 -0.79 5.98  0.580
H69 0.59 -0.77 5.48  -0.278
H70 0.72 1.75 5.30  -0.245
H71 2.26 1.65 6.17  0.836
H72 1.24 0.42 7.99  0.619
H73 -0.30 0.47 7.09  -0.465
H74 1.17 3.82 9.03  0.577
H75 2.22 2.79 8.23  0.366
H76 1.53 2.44 11.03  0.319
H77 2.14 1.12 10.12  0.413
H78 -0.58 1.31 11.06  0.638
H79 0.09 0.11 9.92  0.276
H80 -1.07 2.87 9.46  0.750
H81 -1.64 1.47 8.64  -0.785
H82 0.64 3.96 6.72  0.459
H83 -0.80 4.02 7.83  0.417
H84 -0.80 2.98 6.33  -0.059
C34 3.68 3.49 -6.18  -0.847
C35 3.42 4.49 -5.05  -0.582
C36 2.16 5.25 -5.32  0.083
C37 2.29 6.54 -6.14  -1.052
N6 1.11 7.41 -6.10  0.361
C38 1.39 8.64 -6.84  -0.598
C39 0.38 9.66 -6.39  -1.025
C40 -0.12 9.15 -4.99  -0.554
C41 0.71 7.88 -4.70  -0.598
C42 -0.10 6.78 -6.71  -0.986
H85 2.99 2.67 -6.25  0.206
H86 4.68 3.07 -5.98  0.061
H87 3.74 4.01 -7.13  0.431
H88 4.27 5.21 -4.89  0.359
H89 3.30 3.94 -4.12  0.226
H90 1.77 5.51 -4.32  0.136
H91 1.42 4.57 -5.75  0.280
H92 2.49 6.23 -7.16  0.326
H93 3.10 7.05 -5.68  0.340
H94 1.46 8.45 -7.87  0.562
H95 2.47 8.86 -6.65  0.477
H96 -0.44 9.69 -7.09  0.379
H97 0.82 10.62 -6.37  0.374
H98 -1.22 8.85 -5.08  0.214
H99 -0.05 9.80 -4.15  0.576
H100 0.22 7.12 -4.14  0.348
H101 1.65 8.12 -4.21  0.422
H102 -0.84 7.50 -6.90  0.522
H103 -0.53 6.01 -6.02  0.248
H104 0.23 6.22 -7.58  0.336
C43 -5.07 -4.33 5.95  -1.093
C44 -3.75 -4.95 6.39  -0.848
C45 -2.64 -4.33 5.54  0.477
C46 -3.10 -4.55 4.14  -1.410
N7 -2.06 -4.21 3.07  1.340
C47 -2.71 -4.48 1.71  0.257
C48 -2.53 -6.04 1.45  -0.800
C49 -1.44 -6.50 2.46  -1.174
C50 -0.94 -5.26 3.14  0.257
C51 -1.63 -2.81 3.36  -1.476
H105 -5.30 -4.66 4.93  0.403
H106 -5.01 -3.26 5.79  0.162
H107 -5.86 -4.56 6.65  0.459
H108 -3.81 -6.07 6.37  0.412
H109 -3.53 -4.72 7.45  0.426
H110 -1.74 -4.90 5.83  0.066
H111 -2.57 -3.31 5.75  0.019
H112 -3.89 -3.83 3.96  0.024
H113 -3.41 -5.54 4.06  1.268
H114 -2.27 -3.85 0.95  0.291
H115 -3.75 -4.22 1.91  -0.224
H116 -2.31 -6.22 0.36  0.193
H117 -3.50 -6.56 1.57  0.513
H118 -0.62 -7.00 1.90  0.398
H119 -1.89 -7.28 3.04  0.440
H120 -0.16 -4.89 2.53  -0.691
H121 -0.68 -5.43 4.20  0.694
H122 -2.53 -2.25 3.47  0.574
H123 -0.94 -2.48 2.55  -0.302
H124 -1.01 -2.77 4.23  0.696
N8 1.62 0.14 -0.56  -0.513
S1 1.53 1.24 -1.69  0.749
O9 1.14 0.59 -2.95  -0.765
O10 2.63 2.11 -1.86  -0.590
F1 0.29 2.14 -1.37  -0.021
S2 0.99 -1.22 -0.35  0.881
O11 1.71 -1.84 0.67  -0.486
O12 0.46 -1.95 -1.41  0.254
F2 -0.50 -0.80 0.56  -0.056
N9 -3.02 4.95 -3.40  -0.524
S3 -2.35 3.79 -4.21  1.001
O13 -0.92 4.01 -4.33  -0.347
O14 -3.13 3.28 -5.31  -0.713
F3 -2.39 2.52 -3.17  -0.032
S4 -2.40 5.68 -2.17  0.993
O15 -1.59 6.79 -2.57  -0.565
O16 -1.85 4.83 -1.13  -0.567
F4 -3.67 6.27 -1.54  -0.251
N10 0.47 -4.86 -2.54  0.097
S5 1.67 -4.47 -3.42  0.781
O17 2.92 -4.67 -2.78  -0.599
O18 1.39 -3.16 -3.92  -0.854
F5 1.75 -5.30 -4.77  -0.324
S6 0.47 -5.61 -1.10  0.663
O19 0.10 -4.62 -0.08  -0.509
O20 1.68 -6.35 -0.81  -0.666
F6 -0.66 -6.62 -1.27  -0.243
C52 -7.34 -2.58 1.50  0.418
F7 -7.51 -3.03 2.72  -0.193
F8 -7.49 -3.62 0.64  -0.240
F9 -8.21 -1.70 1.19  -0.171
S7 -5.51 -1.90 1.30  0.335
O21 -5.62 -0.43 1.30  -0.291
O22 -4.90 -2.50 2.50  -0.644
N11 -4.99 -2.59 -0.01  -0.316
S8 -4.16 -1.84 -1.08  0.381
O23 -3.47 -0.72 -0.58  0.163
O24 -3.54 -2.81 -1.89  -0.687
C53 -5.28 -1.08 -2.34  0.413
F10 -4.59 -0.22 -3.19  -0.163
F11 -5.93 -1.93 -3.15  -0.248
F12 -6.17 -0.28 -1.76  -0.188
C54 -3.99 0.46 4.66  -0.001
F13 -3.46 -0.02 3.49  0.051
F14 -4.30 1.78 4.45  -0.100
F15 -5.05 -0.17 5.08  -0.101
S9 -2.59 0.36 5.82  0.802
O25 -2.27 -1.06 5.90  -1.077
O26 -1.58 1.25 5.26  -0.333
N12 -2.99 0.94 7.19  -0.984
S10 -4.17 0.76 8.27  0.888
O27 -3.86 1.67 9.31  -0.588
O28 -5.45 0.65 7.60  -0.627
C55 -3.89 -0.81 9.21  0.608
F16 -4.86 -0.89 10.10  -0.212
F17 -3.88 -1.99 8.50  -0.149
F18 -2.67 -0.72 9.80  -0.232

Its net charge is +2. The value obtained for the calculated total energy is -10712.48444 Ha. Its largest force on an atom is 0.1036 hartree/bohr.

(4)
A 2-piece molecular cluster, CBrN3O overall in a non-equilibrium geometry. Source: OMol25; level of theory: ωB97M-V/def2-TZVPD.

Last column: natural (NBO) charge in e.
Geometry (Å):
C1 -0.33 -1.64 -0.52  0.007
N1 0.93 1.35 -0.16  -0.015
N2 -0.84 -1.00 0.30  0.173
N3 0.46 2.28 -0.47  0.014
O1 -1.60 -0.70 1.18  -0.381
Br1 0.83 -1.80 -1.91  0.201

The SMILES is [O-][N+]#CBr.N#N. The energy relative to the best compared isomer or geometry (same formula, charge and spin) comes out at 4.4 kJ/mol. Its largest force on an atom is 0.0369 hartree/bohr.

(5)
A 13-piece molecular cluster, C46H72O32S3 overall in a non-equilibrium geometry. Source: OMol25; level of theory: ωB97M-V/def2-TZVPD.

Last column: Mulliken charge in e.
Geometry (Å):
O1 4.46 -0.80 4.79  -0.651
C1 5.63 -1.21 4.95  0.468
O2 6.56 -1.23 3.96  -0.322
C2 7.78 -1.91 4.38  -0.334
C3 7.44 -2.45 5.74  -0.469
C4 6.29 -1.61 6.23  -0.327
H1 8.57 -1.16 4.41  0.294
H2 8.08 -2.77 3.78  0.268
H3 8.25 -2.21 6.42  0.255
H4 7.23 -3.52 5.70  0.298
H5 6.56 -0.64 6.65  0.235
H6 5.57 -2.12 6.86  0.286
O3 3.43 4.66 -7.51  -0.621
C5 3.02 3.71 -6.71  0.579
O4 3.87 2.70 -6.38  -0.312
C6 3.28 1.80 -5.50  -0.357
C7 1.81 1.83 -6.08  -0.464
C8 1.64 3.33 -6.30  -0.427
H7 3.38 2.00 -4.44  0.230
H8 3.73 0.81 -5.58  0.283
H9 1.08 1.53 -5.32  0.277
H10 1.67 1.19 -6.95  0.287
H11 1.34 3.78 -5.36  0.250
H12 0.93 3.64 -7.08  0.277
O5 -1.16 8.92 -4.97  -0.572
C9 -1.48 9.53 -3.95  0.507
O6 -1.26 10.89 -3.75  -0.332
C10 -1.69 11.26 -2.49  -0.414
C11 -2.80 10.22 -2.13  -0.577
C12 -2.27 8.92 -2.82  -0.330
H13 -2.11 12.27 -2.42  0.326
H14 -0.86 11.17 -1.79  0.281
H15 -3.77 10.52 -2.53  0.282
H16 -2.82 10.32 -1.05  0.314
H17 -3.00 8.22 -3.21  0.296
H18 -1.53 8.49 -2.14  0.220
O7 -2.12 2.07 -2.42  -0.645
C13 -1.78 1.50 -1.37  0.589
O8 -1.02 2.11 -0.49  -0.347
C14 -0.32 1.23 0.40  -0.338
C15 -0.50 -0.11 -0.30  -0.531
C16 -1.86 0.08 -1.06  -0.400
H19 -0.70 1.32 1.42  0.309
H20 0.74 1.48 0.41  0.236
H21 -0.40 -0.92 0.43  0.346
H22 0.22 -0.23 -1.11  0.253
H23 -2.76 -0.11 -0.46  0.263
H24 -1.90 -0.53 -1.96  0.265
O9 0.86 -8.19 1.56  -0.618
C17 1.03 -7.66 2.66  0.497
O10 2.21 -7.79 3.31  -0.356
C18 2.25 -7.05 4.55  -0.370
C19 1.17 -6.01 4.43  -0.458
C20 0.22 -6.60 3.37  -0.318
H25 3.26 -6.67 4.71  0.279
H26 2.12 -7.81 5.32  0.237
H27 1.65 -5.09 4.09  0.228
H28 0.70 -5.66 5.35  0.343
H29 -0.21 -5.92 2.63  0.319
H30 -0.58 -7.16 3.85  0.216
O11 -3.90 8.34 3.96  -0.600
C21 -4.48 7.36 3.52  0.553
O12 -4.14 6.73 2.33  -0.341
C22 -5.06 5.67 2.08  -0.373
C23 -6.29 6.15 2.84  -0.508
C24 -5.69 6.65 4.11  -0.417
H31 -4.75 4.70 2.48  0.234
H32 -5.21 5.54 1.01  0.332
H33 -7.07 5.41 3.03  0.338
H34 -6.91 6.91 2.36  0.264
H35 -5.47 5.96 4.92  0.298
H36 -6.21 7.52 4.48  0.221
O13 6.38 -8.32 -2.35  -0.601
C25 5.67 -7.32 -2.30  0.530
O14 5.67 -6.37 -1.34  -0.338
C26 4.80 -5.35 -1.63  -0.369
C27 4.37 -5.45 -3.07  -0.453
C28 4.59 -6.91 -3.30  -0.405
H37 5.08 -4.32 -1.38  0.337
H38 3.94 -5.53 -0.98  0.237
H39 4.87 -4.81 -3.80  0.271
H40 3.32 -5.19 -3.16  0.265
H41 4.92 -7.20 -4.30  0.292
H42 3.67 -7.44 -3.09  0.234
O15 0.40 5.05 6.74  -0.626
C29 1.40 5.72 6.50  0.572
O16 2.20 6.06 7.49  -0.325
C30 3.29 6.81 6.99  -0.375
C31 3.40 6.41 5.53  -0.559
C32 2.00 6.07 5.17  -0.376
H43 4.26 6.54 7.41  0.312
H44 3.15 7.89 7.01  0.271
H45 3.99 5.51 5.35  0.236
H46 3.91 7.18 4.95  0.372
H47 1.87 5.23 4.49  0.266
H48 1.56 6.93 4.67  0.233
O17 -1.15 -4.44 -6.27  -0.639
C33 -1.70 -5.50 -6.43  0.531
O18 -1.80 -6.35 -5.49  -0.320
C34 -2.52 -7.54 -5.79  -0.319
C35 -2.76 -7.48 -7.32  -0.572
C36 -2.49 -5.96 -7.65  -0.332
H49 -3.51 -7.66 -5.35  0.250
H50 -1.95 -8.46 -5.64  0.288
H51 -3.76 -7.71 -7.70  0.302
H52 -2.13 -8.18 -7.87  0.271
H53 -3.40 -5.44 -7.95  0.334
H54 -1.76 -6.02 -8.46  0.204
O19 -5.59 0.64 6.41  -0.611
C37 -4.47 0.12 6.44  0.558
O20 -3.89 -0.32 5.31  -0.336
C38 -2.88 -1.35 5.62  -0.396
C39 -2.48 -1.25 7.14  -0.404
C40 -3.51 -0.20 7.66  -0.413
H55 -2.12 -1.36 4.83  0.314
H56 -3.28 -2.34 5.41  0.219
H57 -1.47 -0.88 7.33  0.259
H58 -2.64 -2.16 7.71  0.287
H59 -3.00 0.70 8.00  0.243
H60 -4.06 -0.58 8.52  0.279
C41 8.26 3.84 0.52  -0.217
C42 7.34 3.07 -0.41  -0.254
O21 7.94 1.82 -0.64  -0.343
S1 9.64 1.95 -0.65  1.072
O22 10.12 2.32 -1.99  -0.503
O23 10.17 0.74 -0.02  -0.500
O24 9.59 3.30 0.35  -0.329
H61 8.06 3.86 1.59  0.262
H62 8.27 4.90 0.26  0.256
H63 7.18 3.60 -1.35  0.283
H64 6.41 2.80 0.10  0.275
C43 -7.05 -7.86 1.73  -0.299
C44 -5.76 -8.57 1.14  -0.230
O25 -5.22 -7.72 0.20  -0.299
S2 -5.85 -6.21 0.17  1.079
O26 -6.03 -5.72 -1.18  -0.497
O27 -5.02 -5.38 1.09  -0.520
O28 -7.21 -6.70 0.91  -0.325
H65 -6.76 -7.46 2.71  0.268
H66 -7.95 -8.46 1.84  0.301
H67 -5.96 -9.51 0.64  0.290
H68 -5.11 -8.67 2.01  0.231
C45 -6.51 0.84 -8.51  -0.342
C46 -5.20 0.51 -7.93  -0.231
O29 -5.66 -0.46 -6.91  -0.347
S3 -7.16 0.06 -6.21  1.079
O30 -6.92 1.20 -5.32  -0.501
O31 -7.99 -1.05 -5.83  -0.484
O32 -7.60 0.67 -7.70  -0.313
H69 -6.71 0.18 -9.36  0.260
H70 -6.48 1.82 -9.00  0.307
H71 -4.70 1.37 -7.48  0.250
H72 -4.43 0.17 -8.63  0.323

The value obtained for the calculated total energy is -5397.99742 Ha. Its largest force on an atom is 0.1295 hartree/bohr.